[1]
Computed, not measured: a 13-piece molecular cluster, C25H76O13 overall, with wB97M-V/def2-TZVPD.

```
! RIJCOSX wB97M-V def2-TZVPD def2/J DEFGRID3
* xyz 0 1
C 3.389 -2.402 1.785
C 3.477 -1.056 1.128
C 4.777 -0.332 1.263
O 3.102 -1.231 -0.295
H 2.501 -2.905 1.601
H 3.537 -2.292 2.904
H 4.211 -3.023 1.380
H 2.732 -0.424 1.543
H 5.457 -0.713 0.514
H 5.201 -0.596 2.262
H 4.678 0.753 1.159
H 3.537 -0.480 -0.772
C -6.245 0.171 3.317
C -5.373 1.378 3.588
C -5.252 1.596 5.145
O -4.012 1.205 3.021
H -7.201 0.236 3.798
H -5.792 -0.800 3.675
H -6.477 0.091 2.286
H -5.855 2.286 3.205
H -6.185 1.558 5.667
H -4.650 2.467 5.354
H -4.713 0.764 5.569
H -4.304 0.801 2.165
C 0.460 1.894 2.077
C 0.087 1.032 0.909
C -0.733 -0.154 1.486
O -0.574 1.796 -0.087
H 0.902 2.862 1.779
H 1.234 1.317 2.621
H -0.247 2.112 2.857
H 1.022 0.640 0.454
H -0.208 -0.639 2.265
H -1.075 -0.954 0.863
H -1.662 0.240 1.902
H -1.385 2.176 0.279
C 5.331 -3.078 -1.978
C 4.003 -3.706 -2.178
C 3.981 -5.021 -2.997
O 3.321 -3.907 -0.957
H 5.816 -2.917 -2.876
H 6.122 -3.755 -1.505
H 5.273 -2.195 -1.319
H 3.415 -2.950 -2.802
H 2.957 -5.453 -3.091
H 4.610 -5.887 -2.565
H 4.307 -4.858 -4.062
H 3.329 -3.039 -0.623
C -3.441 -0.255 -2.277
C -4.424 -0.279 -1.092
C -5.076 -1.692 -0.856
O -3.769 0.112 0.110
H -3.093 0.769 -2.506
H -4.061 -0.521 -3.163
H -2.600 -0.940 -2.166
H -5.116 0.584 -1.308
H -5.957 -1.801 -1.532
H -5.516 -1.675 0.163
H -4.339 -2.466 -1.049
H -2.884 0.351 -0.077
C -0.580 5.807 -2.249
C -0.687 4.341 -2.413
C -2.096 3.933 -2.443
O 0.157 4.023 -3.565
H -1.216 6.129 -1.372
H -0.970 6.209 -3.242
H 0.490 6.228 -2.186
H -0.158 3.779 -1.544
H -2.605 4.554 -3.155
H -2.441 4.034 -1.406
H -2.106 2.834 -2.617
H 0.132 3.033 -3.607
C -0.531 -5.300 -1.596
O 0.180 -4.070 -1.612
H -1.537 -5.098 -1.184
H -0.673 -5.721 -2.671
H -0.004 -6.115 -1.024
H 1.125 -4.235 -1.703
C 6.271 0.726 -2.365
O 4.896 0.403 -2.118
H 6.730 -0.105 -2.881
H 6.301 1.555 -3.023
H 6.748 0.905 -1.410
H 4.336 1.146 -2.335
C -2.119 -0.513 5.228
O -2.227 0.862 5.443
H -2.515 -0.900 4.269
H -1.036 -0.866 5.358
H -2.686 -1.060 5.984
H -2.311 1.280 4.618
C 0.244 -4.374 1.902
O 0.076 -3.049 1.418
H -0.297 -4.650 2.812
H 0.041 -5.161 1.159
H 1.289 -4.415 2.162
H 0.419 -3.073 0.488
C 0.725 -0.287 -2.997
O 0.356 1.073 -2.820
H 1.797 -0.525 -2.777
H 0.067 -0.910 -2.377
H 0.529 -0.535 -4.034
H 0.146 1.203 -1.859
C -2.052 4.342 2.454
O -2.915 3.567 1.656
H -1.563 3.792 3.263
H -1.310 4.810 1.827
H -2.673 5.137 2.853
H -3.548 3.039 2.115
C 3.488 3.080 -3.580
O 2.906 2.175 -2.620
H 4.288 3.640 -3.063
H 3.927 2.577 -4.420
H 2.734 3.813 -3.905
H 1.905 2.134 -2.796
*
```

Computed properties:
* E_tot: -53770.899 eV
* E_LUMO: 0.7 eV
* energy relative to the best compared isomer or geometry (same formula, charge and spin): 1.853 eV
* HOMO energy: -9.804 eV

=====

[2]
Computed, not measured: a 15-piece molecular cluster, C25H80O25 overall, with wB97M-V/def2-TZVPD.

```
! RIJCOSX wB97M-V def2-TZVPD def2/J DEFGRID3
* xyz 0 1
C -11.897 9.157 13.683
O -12.980 8.353 13.328
H -12.310 10.053 14.168
H -11.226 8.626 14.397
H -11.461 9.487 12.783
H -12.632 7.448 13.046
C -18.007 1.955 8.652
O -17.456 1.723 9.951
H -19.106 2.143 8.733
H -17.536 2.851 8.199
H -17.785 1.194 7.931
H -17.887 0.936 10.338
C -13.504 6.168 16.185
O -14.733 5.698 15.685
H -13.383 5.964 17.229
H -12.643 5.692 15.683
H -13.399 7.300 15.987
H -15.478 6.161 16.079
C -11.371 2.859 14.880
O -12.195 3.504 13.891
H -10.377 2.861 14.514
H -11.444 3.290 15.846
H -11.616 1.739 14.871
H -13.124 3.153 14.037
C -21.956 3.599 9.490
O -20.975 4.652 9.298
H -22.840 4.023 10.032
H -22.349 3.182 8.532
H -21.533 2.887 10.217
H -21.332 5.550 9.481
C -18.755 7.604 16.667
C -19.172 6.643 15.616
O -18.693 7.116 14.374
O -17.327 7.683 16.866
H -19.137 7.231 17.593
H -19.191 8.623 16.465
H -20.267 6.457 15.550
H -18.774 5.591 15.799
H -18.857 6.497 13.678
H -16.972 8.412 16.356
C -14.913 0.749 15.845
C -15.911 1.639 16.585
O -15.285 2.763 17.151
O -14.466 1.235 14.567
H -15.387 -0.207 15.626
H -14.024 0.684 16.488
H -16.278 1.077 17.476
H -16.760 1.893 15.917
H -15.209 3.492 16.519
H -15.057 0.818 13.934
C -10.824 6.041 11.653
C -11.921 5.698 10.660
O -11.257 5.504 9.405
O -11.381 6.018 12.931
H -10.558 7.047 11.444
H -10.032 5.362 11.573
H -12.671 6.469 10.775
H -12.434 4.789 10.909
H -10.641 6.222 9.278
H -11.753 5.124 13.136
C -19.240 -0.643 12.859
C -18.165 0.036 13.741
O -16.897 0.118 13.084
O -19.506 0.075 11.636
H -20.157 -0.816 13.482
H -18.878 -1.633 12.532
H -18.118 -0.524 14.730
H -18.472 1.057 13.947
H -16.879 1.012 12.567
H -19.635 0.969 11.889
C -18.323 6.444 8.958
C -17.661 7.565 9.692
O -16.290 7.209 9.966
O -18.498 5.358 9.867
H -17.780 6.042 8.157
H -19.352 6.788 8.655
H -18.265 7.814 10.546
H -17.604 8.490 9.095
H -16.081 7.724 10.759
H -19.379 4.898 9.586
C -21.637 4.258 13.388
C -20.567 3.250 13.594
O -19.952 2.890 12.387
O -21.133 5.450 12.717
H -22.122 4.567 14.291
H -22.397 3.833 12.731
H -21.078 2.395 14.103
H -19.787 3.684 14.308
H -18.973 2.983 12.533
H -20.309 5.315 12.262
C -16.039 10.094 14.194
C -15.810 10.008 12.693
O -15.919 8.715 12.142
O -17.418 9.734 14.583
H -15.877 11.060 14.649
H -15.343 9.459 14.667
H -14.866 10.544 12.510
H -16.617 10.596 12.179
H -15.257 8.192 12.567
H -17.729 8.943 14.118
C -16.660 3.877 13.596
C -16.835 5.270 13.003
O -18.176 5.394 12.577
O -16.911 2.866 12.649
H -17.389 3.766 14.415
H -15.657 3.744 14.040
H -16.235 5.576 12.145
H -16.634 5.905 13.908
H -18.120 5.526 11.585
H -16.491 3.117 11.755
C -14.154 4.488 8.574
C -14.653 3.395 9.463
O -15.657 3.818 10.335
O -15.319 5.157 8.047
H -13.541 4.131 7.735
H -13.629 5.300 9.076
H -13.821 2.964 10.072
H -14.939 2.552 8.830
H -16.404 4.200 9.782
H -15.691 5.808 8.643
C -20.978 8.066 11.466
C -21.540 8.299 10.032
O -22.336 7.185 9.714
O -22.075 7.852 12.336
H -20.338 8.934 11.793
H -20.224 7.255 11.566
H -20.713 8.292 9.311
H -22.051 9.262 10.052
H -22.914 6.986 10.529
H -21.919 6.932 12.588
*
```

Computed properties:
* E_tot: -78404.378 eV
* E_LUMO: 0.5 eV
* energy relative to the best compared isomer or geometry (same formula, charge and spin): 0.000 eV
* HOMO energy: -9.755 eV

=====

[3]
Computed, not measured: C25H9Cl2F4I2N5NiO2 as an isolated structure, with wB97M-V/def2-TZVPD.

```
! RIJCOSX wB97M-V def2-TZVPD def2/J DEFGRID3
* xyz 0 1
Ni -1.699 -0.625 -2.241
Cl 3.766 2.589 1.700
C 2.698 1.757 0.619
C 2.487 2.187 -0.637
C 1.673 1.508 -1.600
Cl 1.640 2.123 -3.217
C 0.947 0.385 -1.292
O 0.289 -0.325 -2.116
C 0.985 0.035 0.183
C -1.247 0.019 1.564
O -1.748 -0.751 0.799
C 2.177 0.448 1.082
H 2.964 3.108 -0.953
H -1.685 0.207 2.561
H 1.124 -0.593 2.614
F 0.817 -1.322 0.352
C 0.064 0.748 1.274
C 1.200 0.445 2.290
F 3.183 -0.471 1.213
C 1.425 1.333 3.464
C 0.981 2.691 3.282
C 0.307 3.092 2.190
F 0.035 4.387 2.091
C -0.172 2.236 1.118
C -0.877 2.765 0.082
C -1.387 1.927 -0.958
N -1.779 1.238 -1.786
C -1.175 4.156 -0.124
N -1.474 5.237 -0.368
F 1.288 3.594 4.199
C 2.032 0.875 4.580
C 2.316 1.669 5.743
N 2.552 2.250 6.705
C 2.433 -0.502 4.659
N 2.734 -1.610 4.699
I -2.281 -5.083 -5.969
C -1.600 -4.333 -4.156
C -0.900 -5.130 -3.265
C -0.475 -4.567 -2.073
C -0.761 -3.241 -1.813
N -1.444 -2.481 -2.675
C -1.854 -3.013 -3.829
H -0.690 -6.165 -3.497
H 0.079 -5.147 -1.349
H -0.441 -2.759 -0.903
H -2.389 -2.360 -4.504
I -4.812 -0.092 -0.949
C -3.571 -0.711 -2.578
H -3.809 -0.022 -3.388
H -3.928 -1.708 -2.822
*
```

Computed properties:
* E_tot: -130770.843 eV
* E_LUMO: -2.7 eV
* energy relative to the best compared isomer or geometry (same formula, charge and spin): 0.000 eV
* HOMO energy: -8.235 eV

=====

[4]
Computed, not measured: C25H9Cl76F5NO3 as an isolated structure, with wB97M-V/def2-TZVPD.

```
! RIJCOSX wB97M-V def2-TZVPD def2/J DEFGRID3
* xyz -1 1
O 8.206 -7.459 -3.302
C 8.789 -6.260 -3.803
C 8.626 -5.037 -2.898
O 7.579 -4.169 -3.235
C 6.293 -4.752 -3.102
O 5.435 -3.688 -2.871
C 4.063 -4.039 -3.179
N 3.679 -5.276 -2.611
C 2.694 -5.241 -1.758
F 2.726 -4.179 -0.758
F 2.599 -6.393 -0.997
C 1.242 -5.067 -2.312
F 0.304 -4.810 -1.364
F 1.176 -4.046 -3.179
F 0.842 -6.161 -2.962
H 7.880 -7.295 -2.408
H 9.859 -6.435 -3.977
H 8.323 -6.042 -4.772
H 8.512 -5.381 -1.850
H 9.540 -4.436 -2.937
H 6.298 -5.465 -2.260
H 6.013 -5.297 -4.019
H 3.986 -4.033 -4.282
H 3.469 -3.203 -2.787
C 6.123 -0.850 -0.219
Cl 7.417 -1.102 -1.376
Cl 6.806 -0.437 1.373
Cl 5.113 0.530 -0.727
Cl 5.116 -2.270 -0.089
C 1.270 -0.803 -0.327
Cl 1.930 -1.760 1.015
Cl 1.521 0.914 0.043
Cl 2.103 -1.200 -1.819
Cl -0.454 -1.141 -0.482
C -2.128 -7.414 1.270
Cl -2.902 -6.232 2.341
Cl -3.403 -8.282 0.383
Cl -1.068 -6.591 0.156
Cl -1.216 -8.580 2.236
C -2.131 2.472 -1.101
Cl -0.890 1.961 -2.249
Cl -1.401 2.835 0.466
Cl -2.926 3.929 -1.719
Cl -3.318 1.185 -0.882
C 3.667 1.945 3.775
Cl 3.625 3.368 2.711
Cl 3.338 0.528 2.804
Cl 5.252 1.835 4.547
Cl 2.422 2.108 5.019
C 2.331 4.259 -2.086
Cl 1.129 4.567 -0.817
Cl 3.308 5.711 -2.320
Cl 3.350 2.914 -1.597
Cl 1.496 3.859 -3.590
C -8.195 -7.397 0.332
Cl -8.975 -8.910 0.820
Cl -8.683 -6.104 1.433
Cl -6.446 -7.586 0.387
Cl -8.697 -6.990 -1.311
C -5.254 1.371 -4.555
Cl -5.849 -0.240 -4.132
Cl -5.980 2.550 -3.449
Cl -3.504 1.384 -4.373
Cl -5.701 1.774 -6.210
C 4.790 0.833 8.466
Cl 3.031 0.931 8.362
Cl 5.380 -0.393 7.346
Cl 5.491 2.404 8.063
Cl 5.256 0.395 10.116
C 2.428 10.173 -1.710
Cl 1.904 8.590 -1.149
Cl 1.068 11.302 -1.675
Cl 3.717 10.778 -0.662
Cl 3.035 10.038 -3.365
C -7.707 5.826 -7.307
Cl -6.982 4.958 -5.962
Cl -7.435 7.562 -7.119
Cl -6.971 5.284 -8.824
Cl -9.443 5.504 -7.359
C -4.599 -2.881 -0.060
Cl -5.089 -2.080 1.445
Cl -2.959 -3.480 0.098
Cl -5.692 -4.234 -0.380
Cl -4.713 -1.719 -1.390
C -10.839 -9.160 -4.477
Cl -12.478 -8.517 -4.316
Cl -10.824 -10.423 -5.712
Cl -9.743 -7.859 -4.953
Cl -10.315 -9.830 -2.934
C -0.785 5.407 3.809
Cl -1.999 5.068 2.573
Cl 0.798 4.882 3.255
Cl -0.763 7.139 4.160
Cl -1.192 4.515 5.287
C -1.046 5.541 10.053
Cl -0.326 7.086 10.510
Cl -2.720 5.483 10.629
Cl -1.025 5.377 8.297
Cl -0.131 4.220 10.782
C -2.832 10.802 11.176
Cl -3.174 9.083 11.350
Cl -3.996 11.742 12.119
Cl -1.198 11.136 11.763
Cl -2.948 11.259 9.475
C 8.021 3.938 2.611
Cl 6.962 4.761 3.763
Cl 7.065 3.014 1.465
Cl 8.989 5.145 1.751
Cl 9.098 2.844 3.492
C -1.617 0.377 3.792
Cl -3.090 0.196 2.830
Cl -0.272 -0.361 2.943
Cl -1.291 2.102 4.039
Cl -1.841 -0.399 5.366
C -7.061 0.335 -9.975
Cl -6.287 -0.572 -8.681
Cl -6.844 2.072 -9.702
Cl -6.341 -0.108 -11.526
Cl -8.791 -0.030 -10.004
*
```

Computed properties:
* E_tot: -998990.568 eV
* E_LUMO: 1.0 eV
* energy relative to the best compared isomer or geometry (same formula, charge and spin): 0.112 eV
* HOMO energy: -4.881 eV

=====

[5]
Computed, not measured: C26H13BrCl2F5IInN4O5S as an isolated structure, with wB97M-V/def2-TZVPD.

```
! RIJCOSX wB97M-V def2-TZVPD def2/J DEFGRID3
* xyz -1 1
In -0.742 -1.279 0.324
Cl 2.485 2.416 2.029
C 0.805 2.281 2.444
C 0.272 3.158 3.391
C -1.046 3.077 3.756
Cl -1.671 4.175 4.954
C -1.897 2.120 3.164
C -3.274 1.979 3.441
C -4.009 1.026 2.790
C -3.373 0.195 1.854
N -2.095 0.303 1.584
C -1.341 1.232 2.208
C 0.053 1.274 1.829
O 0.545 0.460 0.966
H 0.914 3.905 3.838
H -3.732 2.637 4.167
H -5.064 0.901 2.988
H -3.919 -0.569 1.310
O -4.692 0.799 -3.813
C -3.717 1.676 -3.726
O -3.654 2.660 -4.430
C -2.676 1.410 -2.698
C -1.669 2.289 -2.348
N -0.918 1.678 -1.422
N -1.355 0.454 -1.166
C -2.426 0.262 -1.908
C -3.178 -1.022 -1.683
O -4.305 -1.132 -2.201
O -2.607 -1.860 -0.935
H -4.575 0.022 -3.167
H -1.476 3.287 -2.703
H -0.084 1.996 -0.956
F 4.883 -5.030 2.655
C 4.021 -4.402 1.850
C 3.090 -3.520 2.362
F 3.044 -3.296 3.679
C 2.210 -2.867 1.520
F 1.351 -2.017 2.096
C 2.191 -3.060 0.140
S 1.144 -2.289 -1.016
C 3.156 -3.956 -0.339
F 3.230 -4.196 -1.652
C 4.048 -4.614 0.483
F 4.944 -5.461 -0.038
I -0.910 -4.744 1.412
C -1.578 -2.747 1.774
H -1.339 -2.523 2.810
H -2.653 -2.764 1.620
Br 5.278 2.066 -0.974
C 3.872 1.618 -2.166
C 3.916 2.041 -3.483
C 2.861 1.700 -4.315
C 1.814 0.959 -3.786
N 1.782 0.563 -2.519
C 2.791 0.875 -1.716
H 4.752 2.624 -3.845
H 2.852 2.013 -5.351
H 0.962 0.675 -4.396
H 2.710 0.540 -0.686
*
```

Computed properties:
* E_tot: -176160.664 eV
* E_LUMO: 1.8 eV
* energy relative to the best compared isomer or geometry (same formula, charge and spin): 1.269 eV
* HOMO energy: -5.555 eV